(1)
15
Properties=species:S:1:pos:R:3:lowdin_charge:R:1 method="wB97M-V/def2-TZVPD" e_tot_ha=-304.8041 e_homo_ev=-7.80 lumo_energy_ev=0.9
C -0.10403 -2.30270 -0.82955 -0.04
C -0.00719 -0.86685 -0.37117 -0.34
C 0.62905 0.11388 -1.03939 -0.04
C 0.66234 1.54340 -0.51301 -0.20
C -0.55254 0.77524 1.33794 -0.24
H 0.40744 -2.39105 -1.82903 0.10
H -1.12867 -2.59964 -0.91874 0.07
H 0.44162 -2.99226 -0.20324 0.07
H 1.15209 0.01344 -1.99509 0.10
H 1.65831 1.93661 -0.41932 0.09
H 0.25215 2.18294 -1.26806 0.09
H -1.03360 0.89523 2.29537 0.11
H -1.08273 -1.23757 1.43821 0.15
N -0.08100 1.77457 0.75795 0.05
N -0.55220 -0.54394 0.86934 0.04


(2)
119
Properties=species:S:1:pos:R:3:lowdin_charge:R:1 method="wB97M-V/def2-TZVPD" e_tot_ha=-9505.6972 total_charge=-2 e_homo_ev=-2.36 lumo_energy_ev=3.5
Sr -0.47965 0.27623 -0.46582 1.23
C -1.95784 -0.91388 -3.76610 -0.17
Si -3.39712 -0.51513 -2.62143 0.37
C -4.61095 -1.95883 -2.83950 -0.18
C -4.18479 1.04872 -3.34481 -0.15
N -2.89293 -0.36948 -0.98917 -0.17
C -3.75868 -0.03732 0.00488 -0.35
C -5.13821 0.26419 -0.15233 -0.06
C -5.94890 0.67492 0.89112 -0.12
C -5.45287 0.80790 2.18057 -0.12
C -4.11998 0.48537 2.39857 -0.03
C -3.33299 0.05387 1.35355 -0.26
O -1.98613 -0.28491 1.62258 -0.14
C -1.82158 -1.19429 2.65358 -0.29
C -0.95315 -0.87810 3.68178 -0.02
C -0.76542 -1.80254 4.70376 -0.07
C -1.46262 -3.00087 4.70845 -0.11
C -2.34564 -3.29157 3.67292 -0.10
C -2.52153 -2.39487 2.63247 -0.01
H -2.30205 -0.74279 -4.79214 0.03
H -1.63010 -1.95192 -3.69123 0.02
H -1.10201 -0.25560 -3.61043 0.00
H -5.00426 -1.99316 -3.85983 0.02
H -5.45592 -1.91114 -2.15115 0.01
H -4.08397 -2.89903 -2.65549 0.01
H -4.85811 0.78967 -4.16802 0.03
H -3.40518 1.69364 -3.75394 0.00
H -4.74689 1.63335 -2.61669 0.02
H -5.57520 0.18672 -1.13873 0.07
H -6.98840 0.90524 0.68450 0.09
H -6.07500 1.15490 2.99417 0.09
H -3.67847 0.56378 3.38499 0.13
H -0.44611 0.08145 3.70147 0.05
H -0.07096 -1.56325 5.49937 0.11
H -1.31771 -3.71113 5.51277 0.09
H -2.88882 -4.22871 3.66889 0.10
H -3.20436 -2.59230 1.81557 0.13
Cl -3.47132 7.00858 -2.67475 0.62
C -2.67601 5.47938 -2.52641 -0.73
C -2.53663 4.86866 -1.27920 -0.70
Cl -3.15775 5.64892 0.12634 0.68
C -1.90286 3.64538 -1.16676 -0.55
Cl -1.74425 2.89163 0.38689 0.74
C -1.37169 2.94717 -2.28494 -0.52
O -0.80607 1.81696 -2.17962 -0.35
C -1.52909 3.60954 -3.53428 -0.61
Cl -0.93941 2.78501 -4.93681 0.71
C -2.16742 4.83244 -3.64840 -0.70
Cl -2.34383 5.56525 -5.20693 0.64
F 2.66904 5.01865 9.40329 0.08
C 2.17816 4.52337 8.24735 -0.16
C 0.85196 4.14272 8.14929 -0.16
F 0.05035 4.26933 9.22604 0.08
C 0.36031 3.63568 6.96036 -0.28
F -0.93620 3.28686 6.95588 0.05
C 1.14128 3.47913 5.81067 -0.61
Se 0.44216 2.80242 4.18641 0.55
C 2.47289 3.87456 5.95959 -0.28
F 3.33179 3.77494 4.93088 0.05
C 2.98989 4.38415 7.13757 -0.16
F 4.28455 4.75018 7.21687 0.08
C 4.22524 0.82716 0.94151 -0.10
N 3.98307 0.92636 -0.47965 -0.04
C 3.05255 1.71528 -1.05293 -0.82
S 1.90849 2.58817 -0.15806 0.62
N 3.13024 1.76261 -2.39543 -0.04
C 2.17858 2.46793 -3.22689 -0.13
H 4.06943 -0.18795 1.30376 0.05
H 3.53868 1.49121 1.46186 0.03
H 5.25046 1.12587 1.17198 0.08
H 4.49266 0.31008 -1.09969 0.11
H 3.63665 0.99824 -2.83448 0.08
H 1.92888 3.42174 -2.76743 0.06
H 1.24450 1.92117 -3.34694 0.02
H 2.63636 2.64193 -4.20100 0.09
N 0.37731 -1.11335 -8.51950 0.08
C 1.08283 -1.28598 -7.31886 -0.32
C 1.93276 -2.37440 -7.14304 -0.04
C 2.63559 -2.53380 -5.95790 -0.06
C 2.50936 -1.59820 -4.94628 -0.28
C 1.66797 -0.50510 -5.11936 -0.05
C 0.96503 -0.34404 -6.29525 -0.02
S 3.29827 -1.83631 -3.37242 0.55
O 4.30722 -0.79873 -3.21991 -0.35
O 3.77872 -3.20378 -3.36966 -0.36
N 2.16927 -1.53592 -2.31903 -0.13
C 1.16881 -2.41502 -2.13976 -0.74
S 1.07202 -4.06726 -2.71029 1.03
C -0.50549 -4.21152 -2.00637 -0.41
C -0.83854 -3.05469 -1.39481 -0.31
N 0.09915 -2.05701 -1.46162 -0.09
H 0.16877 -1.98225 -8.98827 0.08
H -0.46336 -0.56565 -8.40553 0.08
H 2.03044 -3.11282 -7.93114 0.10
H 3.26774 -3.39731 -5.80249 0.11
H 1.53253 0.20283 -4.31286 0.09
H 0.29499 0.49995 -6.40947 0.09
H -1.08878 -5.11299 -2.08193 0.05
H -1.77226 -2.83947 -0.89314 0.10
C 0.80103 -3.58668 1.79159 -0.26
P 1.67739 -1.99444 1.53107 0.93
C 3.12627 -2.66155 0.60386 -0.27
C 2.39098 -1.71253 3.19668 -0.40
C 2.96429 -2.72812 3.96309 -0.11
C 3.41906 -2.47475 5.24670 -0.10
C 3.30567 -1.19702 5.78516 -0.09
C 2.74314 -0.17905 5.03259 -0.07
C 2.29124 -0.43870 3.74460 -0.14
H 1.47796 -4.38540 2.10308 0.04
H 0.33402 -3.87784 0.84876 0.02
H 0.02291 -3.46344 2.54281 0.01
H 3.76643 -3.25903 1.25720 0.04
H 3.70816 -1.86720 0.14247 0.01
H 2.76152 -3.29973 -0.20190 0.02
H 3.05191 -3.72970 3.55752 0.09
H 3.85592 -3.27518 5.83249 0.09
H 3.65053 -0.99953 6.79287 0.10
H 2.62717 0.81946 5.43165 0.09
H 1.83294 0.37345 3.19155 0.05


(3)
36
Properties=species:S:1:pos:R:3:lowdin_charge:R:1 method="wB97M-V/def2-TZVPD" e_tot_ha=-3775.0808 total_charge=+1 e_homo_ev=-10.93 lumo_energy_ev=-4.5
C -5.75274 0.14172 -2.15427 -0.10
C -4.42573 -0.64888 -2.03340 -0.26
C -3.11724 0.17317 -1.89262 -0.20
C -1.85523 -0.68283 -1.80240 -0.12
N -0.54257 0.11339 -1.57963 0.03
H -6.59104 -0.57411 -2.15696 0.08
H -5.88234 0.83192 -1.30428 0.08
H -5.79495 0.72131 -3.09103 0.08
H -4.51127 -1.33502 -1.16900 0.12
H -4.33467 -1.29266 -2.92470 0.11
H -3.00636 0.79905 -2.78839 0.12
H -3.24655 0.85994 -1.03480 0.13
H -1.97969 -1.30918 -0.94038 0.11
H -1.79084 -1.37093 -2.64943 0.14
H -0.69340 1.09527 -1.94224 0.21
H 0.10139 -0.33167 -2.28045 0.21
O 5.51633 -0.19692 -0.03506 0.16
C 4.87156 0.32443 0.77147 -0.12
Co 3.90316 1.11546 2.01317 0.01
C 5.12338 1.58666 3.23040 -0.10
O 5.93569 1.88062 4.00282 0.17
C 3.95211 2.78158 1.41114 -0.13
O 3.99629 3.86991 1.02254 0.17
C 1.92024 1.05145 1.26017 -0.21
C 1.18715 0.24740 0.39722 -0.08
C -0.23223 0.06532 -0.22521 -0.18
Co 2.03621 -0.71187 1.80301 0.09
C 2.76528 -1.87800 0.70482 -0.12
O 3.28390 -2.63933 0.03705 0.20
C 3.49327 -0.70509 2.99503 -0.23
O 4.05131 -1.29114 3.83297 0.13
C 1.06920 -1.81580 2.88573 -0.04
O 0.55754 -2.56321 3.60918 0.16
H 1.45192 1.91046 1.73475 0.06
H -0.50738 -0.98211 0.01473 0.12
H -0.95172 0.75967 0.27804 0.17


(4)
90
Properties=species:S:1:pos:R:3:lowdin_charge:R:1 method="wB97M-V/def2-TZVPD" e_tot_ha=-2086.8063 total_charge=+4 e_homo_ev=-18.90 lumo_energy_ev=-9.0
C 3.85301 -1.59572 3.03272 0.04
C 4.38966 -0.10089 3.18453 -0.30
O 5.21598 0.35680 4.01969 0.15
N 3.83651 0.73381 2.04017 0.06
H 2.94364 0.46887 1.64945 -0.05
H 3.57001 1.61925 2.44646 0.15
C 5.04582 0.76824 0.96547 0.09
H 4.26683 -2.09469 2.15643 0.09
H 2.77851 -1.76138 3.11068 0.07
H 4.28133 -1.99514 3.95201 0.10
H 5.88844 1.16176 1.53401 0.11
H 4.82571 1.49087 0.17969 0.08
H 4.99879 -0.23034 0.53105 0.10
C -0.81504 -1.76285 4.68976 -0.02
C -1.83093 -1.63129 3.46632 -0.19
N -2.88803 -0.69683 3.67682 -0.07
C -2.70920 0.64778 3.65954 -0.04
C -3.90503 1.32646 3.72858 0.02
N -4.92540 0.33844 3.71912 -0.07
C -4.25602 -0.93763 3.62053 0.08
C -6.37343 0.59143 3.84860 0.02
H -0.09319 -2.56960 4.56252 0.08
H -1.44282 -1.86874 5.57451 0.08
H -0.33717 -0.80716 4.90514 0.07
H -2.33806 -2.58045 3.29306 0.12
H -1.20393 -1.33623 2.62494 0.05
H -1.70487 1.04395 3.68718 0.13
H -4.12061 2.37018 3.90341 0.14
H -4.79759 -1.85649 3.79022 0.16
H -6.52700 1.07829 4.81166 0.11
H -6.90401 -0.35515 3.95144 0.11
H -6.71767 1.17864 2.99725 0.10
C 1.47952 2.27213 -3.31342 -0.05
C 0.82024 2.62513 -1.96322 -0.18
N 1.28123 3.90343 -1.35652 -0.04
C 0.94473 5.11803 -2.00536 0.03
C 1.45623 6.24974 -1.26384 0.09
N 2.08916 5.63382 -0.14636 -0.13
C 1.96490 4.25431 -0.18015 0.04
C 2.87116 6.26433 0.81691 -0.01
H 2.53217 2.02761 -3.17119 0.08
H 1.65068 3.12698 -3.96767 0.09
H 1.02240 1.40549 -3.79099 0.06
H 0.85112 1.84576 -1.20182 0.06
H -0.25674 2.72825 -2.09584 0.11
H 0.34377 5.02598 -2.89797 0.13
H 1.51371 7.28370 -1.57047 0.14
H 2.37417 3.53881 0.51767 0.14
H 3.19821 7.21765 0.40180 0.13
H 3.75558 5.63134 0.88924 0.11
H 2.29200 6.28685 1.74005 0.12
C 3.44647 -2.54023 -6.52472 -0.02
C 1.96847 -2.22959 -6.04686 -0.18
N 1.67216 -2.66986 -4.74294 -0.06
C 1.96773 -3.95183 -4.16372 0.06
C 1.81088 -3.86257 -2.76881 0.01
N 1.47907 -2.55396 -2.46368 -0.09
C 1.49888 -1.81489 -3.63010 0.04
C 1.41706 -1.99526 -1.06142 -0.02
H 4.23197 -2.33013 -5.79882 0.08
H 3.64179 -1.90219 -7.38662 0.09
H 3.44668 -3.59037 -6.81675 0.08
H 1.16496 -2.74252 -6.57543 0.14
H 1.84365 -1.14680 -6.03758 0.12
H 2.27727 -4.69944 -4.87901 0.14
H 1.94815 -4.56837 -1.96294 0.14
H 1.51470 -0.73503 -3.63708 0.13
H 2.03359 -2.52045 -0.33192 0.10
H 0.41856 -1.71567 -0.72540 0.04
H 2.00319 -1.07644 -1.07912 0.06
C -3.32039 -4.04622 -0.96508 -0.05
C -3.11735 -3.30532 0.31141 -0.20
N -3.49831 -1.93219 0.18917 -0.06
C -4.76189 -1.45744 -0.06803 0.06
C -4.62166 -0.00793 -0.02958 0.00
N -3.33647 0.34703 -0.03543 -0.09
C -2.65208 -0.79439 0.16444 -0.01
C -2.76594 1.66449 -0.12467 0.01
H -4.39022 -4.11299 -1.16278 0.09
H -2.90206 -5.05125 -1.02002 0.10
H -3.03451 -3.45945 -1.83805 0.09
H -2.12531 -3.37883 0.75701 0.13
H -3.87744 -3.62496 1.02428 0.14
H -5.59168 -2.13492 -0.20534 0.15
H -5.35247 0.78052 -0.13283 0.14
H -1.57444 -0.76465 0.09959 0.09
H -1.89879 1.82074 0.51699 0.07
H -3.54563 2.37279 0.15550 0.11
H -2.34667 1.94714 -1.09030 0.10
Cl 0.73957 0.34989 1.33285 -0.22


(5)
59
Properties=species:S:1:pos:R:3:lowdin_charge:R:1 method="wB97M-V/def2-TZVPD" e_tot_ha=-3055.0164 total_charge=-1 e_homo_ev=-4.82 lumo_energy_ev=2.4
Cu 1.97755 1.78560 0.43317 0.53
O 5.56850 4.61669 -0.34172 0.07
C 4.43831 3.86761 -0.39395 -0.79
O 4.25982 2.93236 0.41070 -0.01
O 3.60367 4.15986 -1.31762 -0.10
H 5.35388 5.21150 -1.08053 0.10
O 2.38608 -2.17968 2.35241 0.02
C 3.26585 -1.10875 2.30018 -0.80
O 4.37278 -1.27963 2.86683 -0.06
O 2.99901 -0.07021 1.64292 -0.05
H 3.05109 -2.65807 2.90480 0.10
C -2.65774 -6.82619 2.96976 -0.11
O -2.55269 -5.41503 2.94940 -0.21
C -3.27756 -4.66321 1.99551 -0.23
C -2.91787 -3.20158 2.16075 -0.20
N -1.51242 -2.90391 1.84257 -0.04
C -1.23382 -2.94859 0.41210 -0.22
C 0.08751 -2.22509 0.09851 -0.22
O 0.09884 -0.85509 0.43504 -0.19
C -0.93832 -0.09579 -0.15719 -0.10
H -3.55407 -7.24513 2.50412 0.08
H -2.51542 -7.08612 4.01489 0.09
H -1.85255 -7.23166 2.34689 0.08
H -4.34170 -4.89526 2.11799 0.12
H -2.98331 -4.97182 0.98456 0.11
H -3.08632 -2.81739 3.16734 0.12
H -3.52587 -2.65883 1.43162 0.11
H -1.01538 -3.61333 2.37241 0.11
H -2.03384 -2.38299 -0.06808 0.09
H -1.21646 -3.97219 0.02258 0.11
H 0.30580 -2.26936 -0.97795 0.11
H 0.90228 -2.77756 0.56433 0.11
H -0.92761 -0.33113 -1.22437 0.09
H -0.85247 0.94902 0.13781 0.07
H -1.89979 -0.36741 0.29675 0.08
C 2.85575 -0.41531 -1.91858 -0.08
O 1.82137 0.53033 -1.84304 -0.22
C 1.78397 1.47769 -2.88105 -0.22
C 0.63766 2.40651 -2.57651 -0.23
N 0.93579 3.15053 -1.38254 -0.05
C 0.02896 4.30804 -1.27584 -0.16
C -1.45473 3.90472 -1.13296 -0.23
O -2.22340 5.08012 -0.95443 -0.18
C -3.49680 4.84788 -0.44981 -0.14
H 3.81468 0.07730 -1.71505 0.10
H 2.93866 -0.81083 -2.93876 0.09
H 2.68047 -1.15545 -1.14119 0.09
H 1.72050 0.97355 -3.85496 0.12
H 2.70052 2.07913 -2.96896 0.13
H -0.29126 1.85430 -2.40696 0.10
H 0.44996 2.95514 -3.51365 0.13
H 1.89185 3.49865 -1.53505 0.06
H 0.10682 4.91728 -2.18017 0.12
H 0.20414 4.86562 -0.35710 0.13
H -1.55539 3.28687 -0.23473 0.12
H -1.72986 3.30722 -2.00511 0.11
H -4.10626 5.74723 -0.55124 0.08
H -3.51713 4.62575 0.62536 0.09
H -3.97200 4.01611 -0.98220 0.09